DFT (ωB97M-V with the def2-TZVPD basis set) results for a cluster of 10 separate species, C13H46O10 in total at a distorted geometry.

Geometry as XYZ:
```
69
Properties=species:S:1:pos:R:3:forces:R:3
C -1.218559 -0.635127 -2.224362 0.6 -0.9 -0.5
C -0.218579 0.476573 -2.158122 0.5 1.3 -0.4
O 0.960791 0.028473 -1.511292 0.0 -0.3 1.1
H -0.742169 -1.406937 -2.828902 -0.5 -0.1 -0.5
H -2.183109 -0.313807 -2.617442 0.1 -0.1 -0.1
H -1.354839 -1.164097 -1.281122 -0.1 0.6 0.4
H -0.694699 1.383443 -1.785312 0.2 0.0 1.1
H 0.194511 0.866063 -3.088582 -0.8 -0.5 -0.9
H 1.409951 0.745023 -1.056972 -0.1 0.1 -0.1
C -4.763849 -6.014407 -6.446252 -0.1 -0.9 0.4
C -5.276929 -4.762137 -7.031922 0.3 1.7 1.8
O -5.527769 -4.892397 -8.356012 -0.5 -0.8 -2.7
H -4.767229 -5.916827 -5.360642 0.4 0.0 0.0
H -3.767209 -6.224047 -6.834662 -0.1 -0.3 0.2
H -5.452099 -6.833907 -6.653242 0.1 -0.2 -0.2
H -4.530899 -3.986387 -6.859412 0.2 0.3 0.1
H -6.154249 -4.430187 -6.476752 -0.4 0.0 0.1
H -5.489949 -4.069287 -8.848612 0.0 0.1 0.3
C 7.402381 3.953973 6.060928 0.1 -1.0 0.8
C 6.566831 2.925403 5.229288 0.3 1.3 1.6
O 6.038931 3.651243 4.150828 0.3 -0.3 -1.7
H 8.303551 4.229853 5.513318 -0.5 0.5 -0.5
H 7.864721 3.616813 6.988658 -0.3 -0.9 0.2
H 6.804741 4.786803 6.431498 0.0 0.3 -0.7
H 5.725311 2.449063 5.732328 0.2 0.1 0.7
H 7.229591 2.104953 4.954128 -0.1 0.2 -0.8
H 5.279601 4.185983 4.393868 0.1 -0.2 0.4
C 3.836141 0.567963 -8.210932 0.2 0.1 -1.3
O 3.137561 1.446983 -9.134392 0.2 -0.2 1.1
H 3.695141 0.874953 -7.174602 -0.4 0.1 -0.3
H 3.526061 -0.460137 -8.397892 -0.3 -0.1 0.4
H 4.910801 0.568183 -8.393172 0.2 0.3 0.0
H 3.530851 1.393993 -10.008532 0.1 -0.2 0.1
C 3.791681 -4.884517 4.017438 1.2 -3.1 0.6
O 3.336951 -3.655237 3.751928 -1.7 2.5 -1.1
H 3.668111 -5.638667 3.240208 0.2 0.3 -0.9
H 4.853511 -4.783337 4.241918 0.2 -0.8 0.5
H 3.211991 -5.423037 4.767128 0.2 0.7 0.9
H 3.591191 -3.469247 2.845078 -0.1 0.4 0.0
C -6.008429 8.379953 1.340838 -0.5 -1.9 -1.0
O -5.647219 7.294483 0.417098 0.3 1.0 0.4
H -6.435189 7.844033 2.188638 0.2 0.6 0.5
H -5.122019 8.972013 1.568528 -0.4 0.3 0.1
H -6.829109 8.902903 0.849808 0.4 0.5 0.1
H -4.708539 7.173363 0.577768 0.0 -0.4 -0.3
C 7.506371 -1.376177 -0.990362 0.8 1.0 -1.4
O 7.959861 -1.762077 0.234178 0.5 -1.2 2.5
H 7.056111 -0.387687 -0.899522 -0.8 -0.1 -0.5
H 8.388091 -1.229737 -1.614232 -0.1 0.0 -0.8
H 6.908641 -2.180337 -1.419482 -0.3 0.4 0.1
H 8.517021 -1.076847 0.610528 0.0 0.0 0.0
C -7.762039 -1.237387 0.902258 0.1 1.9 0.0
O -8.457499 0.016083 1.228668 -0.2 -1.2 0.6
H -8.249269 -2.095297 1.365608 -0.4 0.3 -0.2
H -7.680859 -1.325827 -0.181112 0.0 -0.4 0.1
H -6.767759 -1.167367 1.343408 0.2 -0.1 -0.2
H -8.406629 0.710903 0.568188 0.4 -0.5 -0.3
C -1.199419 3.090273 3.436798 1.1 -1.1 0.9
O -0.908359 4.288513 2.755178 -0.9 0.0 -0.5
H -1.998399 3.028383 4.175638 -0.4 1.0 0.0
H -1.408079 2.232133 2.797918 0.1 0.5 -0.8
H -0.294969 2.799303 3.971028 0.1 -0.3 0.2
H -0.506039 4.924323 3.351408 -0.1 -0.2 0.1
C -2.725359 -2.758627 5.545208 1.4 0.0 0.4
O -2.174049 -3.325377 4.348388 -1.2 -0.2 -0.1
H -1.909539 -2.415457 6.181428 0.0 0.2 0.1
H -3.395179 -1.912087 5.394208 0.0 -0.1 -0.5
H -3.238859 -3.495487 6.162828 -0.1 -0.3 -0.5
H -1.232039 -3.202927 4.209748 -0.1 0.3 0.6
```
Positions in Å, forces in eV/Å.

SMILES: CCO.CCO.CCO.CO.CO.CO.CO.CO.CO.CO
E_tot: -34695.109 eV
LUMO energy: 0.00757 Ha
Gap between HOMO and LUMO: 10.29 eV

DFT (ωB97M-V with the def2-TZVPD basis set) results for a cluster of 2 separate species, C2H2IN3 in total at a distorted geometry.

Geometry as XYZ:
```
8
Properties=species:S:1:pos:R:3:forces:R:3
C 1.266084 -0.866889 0.169809 -0.2 -1.4 -0.3
C -0.183974 -0.612883 0.149022 2.3 1.4 0.2
N -1.734702 2.129959 -0.221034 0.3 0.7 -1.0
N -1.439631 2.666652 -1.130722 -0.3 -0.5 1.0
N 0.481211 0.099291 -0.676642 -2.0 -0.2 1.0
I -1.858386 -1.081838 1.224964 0.0 0.2 -0.5
H 2.057555 -0.572099 0.912521 -1.2 0.0 -0.8
H 1.411843 -1.762191 -0.427917 1.2 -0.1 0.4
```
Positions in Å, forces in eV/Å.

SMILES: IC1=NC1.N#N
E_tot: -14675.462 eV
LUMO energy: 0.00258 Ha
Gap between HOMO and LUMO: 9.74 eV

DFT (ωB97M-V with the def2-TZVPD basis set) results for a cluster of 2 separate species, C2H8N2O in total at a distorted geometry.

Geometry as XYZ:
```
13
Properties=species:S:1:pos:R:3:forces:R:3
C 0.132275 -1.322266 -1.967533 -0.9 0.3 -0.1
C 0.373713 -0.597829 -0.645066 0.8 -0.9 0.1
N -0.774280 -0.343780 0.049652 0.2 -0.8 -0.8
O 1.515298 -0.335727 -0.239042 -1.9 0.2 -0.6
H -0.573905 -0.758861 -2.631135 0.6 -0.4 0.7
H -0.277234 -2.330934 -1.815973 0.0 0.3 0.1
H 1.063735 -1.430644 -2.466794 0.8 -0.1 -0.4
H -1.609629 -0.911751 -0.045467 0.4 0.5 -0.3
H -0.745075 0.406704 0.684153 0.0 0.9 1.4
N 0.016652 1.807832 2.071900 1.1 -0.4 0.4
H -0.435195 2.184898 2.904644 0.1 -0.3 -0.1
H 0.613163 2.564566 1.730508 -0.2 -0.2 -0.1
H 0.700483 1.067793 2.370153 -1.0 0.9 -0.3
```
Positions in Å, forces in eV/Å.

SMILES: CC(N)=O.N
E_tot: -7232.000 eV
LUMO energy: 0.03599 Ha
Gap between HOMO and LUMO: 10.55 eV

DFT (ωB97M-V with the def2-TZVPD basis set) results for the molecule F2H3N2PS at a distorted geometry.

Geometry as XYZ:
```
9
Properties=species:S:1:pos:R:3:forces:R:3
N 1.515354 0.187582 -0.297716 0.1 1.4 -0.2
N 0.690016 -0.863471 0.185267 -2.7 3.3 1.7
F -0.786875 0.654181 1.606496 -0.3 -0.7 -0.7
F -0.977312 1.079785 -0.740008 0.2 -1.6 1.0
P -1.083074 -0.205394 0.297404 0.8 2.3 -0.3
S -2.911441 -0.828724 0.157353 1.7 -0.4 0.3
H 1.811629 0.901733 0.469458 -1.2 -1.8 -2.0
H 1.078884 0.611965 -1.179736 1.2 -0.3 2.1
H 0.662816 -1.537654 -0.498515 0.1 -2.2 -1.9
```
Positions in Å, forces in eV/Å.

SMILES: NNP(F)(F)=S
E_tot: -28588.826 eV
LUMO energy: 0.00143 Ha
Gap between HOMO and LUMO: 9.74 eV

DFT (ωB97M-V with the def2-TZVPD basis set) results for the molecule C3H7N3OS at a distorted geometry.

Geometry as XYZ:
```
15
Properties=species:S:1:pos:R:3:forces:R:3
C -1.655571 2.051589 0.713274 1.4 3.7 -0.2
C -1.749084 0.958297 1.645855 -0.3 -1.6 2.0
C 0.604424 -1.047927 0.318885 0.2 -1.0 0.7
H -2.290200 2.956778 1.018551 0.6 -1.6 -0.6
H -1.850082 1.715438 -0.287097 -0.4 0.0 -0.6
H -0.589676 2.484246 0.640660 -1.4 -0.8 0.3
H -2.586206 1.033731 2.408377 1.2 -0.7 -0.8
H 1.080149 -2.936370 0.616816 -0.8 1.6 0.6
H 1.984976 -1.464432 -1.086812 0.6 -0.6 -0.3
H 1.366138 1.374009 -1.585931 -0.9 -1.6 -1.5
N -0.972933 -0.072065 1.696724 -0.4 1.9 -0.6
N 0.614068 -2.103605 1.093583 0.8 1.1 -2.4
N 1.227512 -0.852101 -0.921367 -0.5 -0.1 -0.3
O 0.047814 0.162780 0.656700 -1.0 -1.8 1.0
S 0.826452 0.184812 -2.258052 1.1 1.4 2.8
```
Positions in Å, forces in eV/Å.

SMILES: [H]/N=C(\NS)O/N=C\C
E_tot: -20574.374 eV
LUMO energy: 0.02099 Ha
Gap between HOMO and LUMO: 9.70 eV

DFT (ωB97M-V with the def2-TZVPD basis set) results for the ion C3H9N4 with charge +1 at a distorted geometry.

Geometry as XYZ:
```
16
Properties=species:S:1:pos:R:3:forces:R:3
C -2.144116 -0.132243 -0.038154 -0.2 -1.6 0.3
C -0.901507 -0.984141 0.035751 0.6 -0.8 3.1
C 2.493935 0.462206 -0.115918 -0.5 2.6 -1.9
N -1.589686 1.182140 0.037608 3.1 -3.3 0.1
N 1.422013 -0.310295 0.426103 0.3 -2.5 0.1
N 0.141344 0.066100 0.228502 -0.2 -1.0 -0.5
N -0.263724 1.231180 0.198019 -1.5 0.6 0.0
H -2.692045 -0.303623 -0.937386 -0.3 0.1 -0.8
H -2.785841 -0.472131 0.780072 -0.1 0.9 0.1
H -0.901665 -1.675149 0.973567 0.2 1.2 -1.6
H -0.607047 -1.570984 -0.788323 0.1 -0.6 -1.2
H 3.369478 0.001353 0.178081 1.9 -0.4 1.6
H 2.621211 0.287538 -1.192101 -0.7 0.5 -0.3
H 2.441717 1.589237 0.075834 0.1 -1.9 0.1
H -2.122515 1.935490 0.064314 -2.2 4.5 0.2
H 1.518448 -1.306681 0.074024 -0.4 1.6 0.8
```
Positions in Å, forces in eV/Å.

SMILES: CN[N+]1=NNCC1
E_tot: -9207.441 eV
LUMO energy: -0.15273 Ha
Charge: +1
Gap between HOMO and LUMO: 9.42 eV

What is the formula in the second record? C2H2IN3

Copy entry 6 word for word.
DFT (ωB97M-V with the def2-TZVPD basis set) results for the ion C3H9N4 with charge +1 at a distorted geometry.

Geometry as XYZ:
```
16
Properties=species:S:1:pos:R:3:forces:R:3
C -2.144116 -0.132243 -0.038154 -0.2 -1.6 0.3
C -0.901507 -0.984141 0.035751 0.6 -0.8 3.1
C 2.493935 0.462206 -0.115918 -0.5 2.6 -1.9
N -1.589686 1.182140 0.037608 3.1 -3.3 0.1
N 1.422013 -0.310295 0.426103 0.3 -2.5 0.1
N 0.141344 0.066100 0.228502 -0.2 -1.0 -0.5
N -0.263724 1.231180 0.198019 -1.5 0.6 0.0
H -2.692045 -0.303623 -0.937386 -0.3 0.1 -0.8
H -2.785841 -0.472131 0.780072 -0.1 0.9 0.1
H -0.901665 -1.675149 0.973567 0.2 1.2 -1.6
H -0.607047 -1.570984 -0.788323 0.1 -0.6 -1.2
H 3.369478 0.001353 0.178081 1.9 -0.4 1.6
H 2.621211 0.287538 -1.192101 -0.7 0.5 -0.3
H 2.441717 1.589237 0.075834 0.1 -1.9 0.1
H -2.122515 1.935490 0.064314 -2.2 4.5 0.2
H 1.518448 -1.306681 0.074024 -0.4 1.6 0.8
```
Positions in Å, forces in eV/Å.

SMILES: CN[N+]1=NNCC1
E_tot: -9207.441 eV
LUMO energy: -0.15273 Ha
Charge: +1
Gap between HOMO and LUMO: 9.42 eV

E_tot of number 2 (C2H2IN3)? -14675.462 eV